1.
77
Properties=species:S:1:pos:R:3 method="wB97M-V/def2-TZVPD" homo_ev=-1.2752 de_lowest_kcal_mol=358.8 energy_ha=-3453.91581 e_lumo_ev=0.6 total_charge=-1
K -0.810 -3.465 4.058
K -2.985 -1.668 -3.881
P 0.211 -0.255 -0.015
O 1.195 -0.014 1.191
O 0.122 -1.820 -0.132
O 0.778 0.300 -1.340
O -1.161 0.331 0.351
C -6.112 -1.746 2.243
C -5.977 -0.638 3.314
O -4.607 -0.419 3.589
O -5.558 -1.359 1.006
H -7.129 -2.101 2.079
H -5.631 -2.610 2.702
H -6.393 -1.074 4.222
H -6.603 0.212 3.044
H -4.171 -0.074 2.806
H -4.681 -1.021 1.203
C 6.346 -0.662 3.673
C 6.228 -2.073 2.979
O 4.862 -2.526 3.069
O 5.718 0.407 2.960
H 7.362 -0.382 3.949
H 5.707 -0.681 4.556
H 6.779 -2.819 3.552
H 6.437 -1.952 1.916
H 4.328 -1.877 2.605
H 4.829 0.081 2.804
C 0.981 3.089 5.904
C 0.099 4.084 5.109
O 0.352 3.923 3.728
O 0.787 1.700 5.538
H 0.811 3.146 6.980
H 2.034 3.342 5.781
H 0.313 5.115 5.391
H -0.962 3.859 5.220
H 0.047 3.036 3.520
H 0.964 1.691 4.594
C -4.646 5.627 -0.244
C -4.609 6.800 -1.322
O -3.377 7.020 -1.865
O -4.482 4.464 -1.034
H -5.649 5.633 0.183
H -3.981 5.671 0.618
H -5.114 7.689 -0.945
H -5.318 6.472 -2.083
H -2.873 6.205 -1.913
H -3.842 3.904 -0.588
C 0.546 3.419 -6.490
C -0.514 3.921 -5.535
O 0.047 4.112 -4.231
O 0.901 2.139 -6.070
H 1.407 4.082 -6.583
H 0.038 3.272 -7.443
H -1.334 3.203 -5.540
H -0.830 4.926 -5.818
H 0.289 3.237 -3.920
H 0.921 2.080 -5.112
C 4.618 -3.347 -3.849
C 5.327 -2.047 -4.138
O 5.020 -1.084 -3.173
O 3.222 -3.153 -4.032
H 4.992 -3.631 -2.865
H 4.860 -4.039 -4.655
H 5.131 -1.646 -5.132
H 6.402 -2.181 -4.021
H 4.090 -1.014 -2.945
H 2.844 -2.802 -3.223
C -1.662 -7.503 -0.573
C -0.167 -7.751 -0.753
O 0.499 -6.809 0.138
O -1.991 -6.292 -1.229
H -2.096 -7.347 0.415
H -2.181 -8.387 -0.943
H 0.127 -7.622 -1.794
H 0.143 -8.781 -0.577
H 0.212 -5.939 -0.149
H -1.479 -5.582 -0.834

2.
65
Properties=species:S:1:pos:R:3 method="wB97M-V/def2-TZVPD" homo_ev=-8.1647 de_lowest_kcal_mol=0.0 energy_ha=-4630.11388 e_lumo_ev=-1.6 total_charge=0
Au -0.363 -1.054 0.082
F -5.716 -1.589 2.633
C -4.926 -2.687 2.615
F -4.274 -2.731 3.769
F -5.756 -3.751 2.597
C -4.048 -2.679 1.386
C -4.571 -3.249 0.250
C -3.857 -3.257 -0.952
C -2.632 -2.654 -0.954
N -2.141 -2.054 0.143
C -2.774 -2.039 1.359
S -1.989 -1.243 2.618
H -5.545 -3.714 0.298
H -4.242 -3.728 -1.843
H -2.000 -2.625 -1.832
C 3.975 -4.224 1.595
S 4.042 -2.541 0.931
C 3.301 -2.796 -0.642
C 1.992 -2.993 -0.891
S 0.718 -3.144 0.295
S 1.548 -3.093 -2.577
C 3.116 -2.799 -3.264
S 3.407 -2.713 -4.869
S 4.343 -2.701 -2.041
H 4.480 -4.190 2.559
H 4.498 -4.918 0.940
H 2.943 -4.530 1.742
O 1.055 1.446 1.205
C 1.792 0.821 0.456
O 1.436 -0.212 -0.250
C 3.218 1.228 0.230
C 3.800 2.131 1.113
C 5.121 2.507 0.946
C 5.826 1.974 -0.118
C 5.269 1.083 -1.017
C 3.949 0.709 -0.833
N 7.237 2.375 -0.302
O 7.711 3.142 0.510
O 7.850 1.862 -1.214
H 3.209 2.523 1.929
H 5.607 3.197 1.618
H 5.862 0.695 -1.832
H 3.483 0.008 -1.510
C -3.987 2.774 0.457
N -2.690 3.189 0.983
C -2.006 4.010 -0.016
N -1.867 3.353 -1.319
C -3.188 2.928 -1.778
N -3.899 2.075 -0.826
C -3.247 0.775 -0.680
P -1.525 0.983 -0.050
C -1.883 2.050 1.411
C -0.926 2.236 -1.258
H -4.598 3.666 0.309
H -4.480 2.129 1.185
H -1.018 4.280 0.357
H -2.588 4.921 -0.162
H -3.085 2.400 -2.728
H -3.792 3.821 -1.942
H -3.233 0.259 -1.643
H -3.813 0.157 0.021
H -0.938 2.375 1.841
H -2.419 1.456 2.149
H -0.827 1.778 -2.245
H 0.055 2.591 -0.945

3.
55
Properties=species:S:1:pos:R:3 method="wB97M-V/def2-TZVPD" spin_multiplicity=2 homo_ev="-10.6558 / -10.5315" de_lowest_kcal_mol=0.0 energy_ha=-3756.55105 e_lumo_ev="-3.6 / -4.8" total_charge=+1
Ru 0.219 -1.556 -0.215
N 2.303 -1.344 -0.112
C 2.754 -1.804 1.194
C 4.065 -1.788 1.571
C 4.447 -2.240 2.851
C 3.508 -2.694 3.731
C 2.141 -2.716 3.366
C 1.116 -3.161 4.231
C -0.183 -3.143 3.811
C -0.474 -2.692 2.515
N 0.453 -2.276 1.682
C 1.767 -2.271 2.086
H 2.708 -1.923 -0.847
H 2.614 -0.388 -0.274
H 4.819 -1.427 0.882
H 5.492 -2.222 3.128
H 3.793 -3.042 4.715
H 1.374 -3.510 5.223
H -0.989 -3.474 4.449
H -1.491 -2.677 2.147
C -0.419 6.351 -2.322
C -0.316 4.904 -1.932
C -1.288 3.989 -2.311
C -1.195 2.643 -1.982
C -2.292 1.689 -2.377
C -0.093 2.223 -1.236
C 0.902 3.120 -0.831
C 2.108 2.653 -0.057
C 0.774 4.450 -1.194
C 0.023 0.800 -0.852
O -0.013 0.418 0.360
O 0.179 -0.127 -1.717
H -1.409 6.590 -2.704
H 0.308 6.590 -3.100
H -0.212 7.001 -1.471
H -2.144 4.331 -2.882
H -2.937 2.139 -3.129
H -2.912 1.443 -1.511
H -1.890 0.761 -2.782
H 1.821 2.134 0.857
H 2.741 3.496 0.214
H 2.717 1.978 -0.667
H 1.543 5.153 -0.896
C -5.028 -0.926 -1.209
C -4.328 -2.217 -0.775
C -2.904 -2.007 -0.532
N -1.792 -1.824 -0.342
H -6.083 -1.131 -1.377
H -4.600 -0.544 -2.134
H -4.945 -0.159 -0.441
H -4.412 -2.991 -1.540
H -4.765 -2.620 0.141
Se 1.152 -6.153 -1.349
C 0.768 -4.473 -1.111
N 0.505 -3.335 -0.945

4.
77
Properties=species:S:1:pos:R:3 method="wB97M-V/def2-TZVPD" homo_ev="-10.3595 / -10.3574" de_lowest_kcal_mol=89.2 energy_ha=-2599.24119 e_lumo_ev="-6.0 / -7.0" total_charge=+1
Bi 0.491 -0.370 -1.309
C -2.765 1.666 -0.555
C -3.652 0.834 -1.152
C -2.546 -0.516 0.358
C -1.961 0.903 0.493
C -3.549 -0.498 -0.566
C -2.544 3.090 -0.839
H -2.331 3.282 -1.905
H -1.707 3.494 -0.249
H -3.428 3.707 -0.596
C -2.284 1.443 1.881
H -2.043 2.509 1.941
H -1.735 0.877 2.641
H -3.361 1.337 2.061
C -2.082 -1.670 1.143
H -2.923 -2.128 1.678
H -1.333 -1.393 1.896
H -1.657 -2.470 0.511
C -4.425 -1.643 -0.934
H -5.481 -1.342 -1.024
H -4.361 -2.446 -0.186
H -4.124 -2.069 -1.906
C -4.575 1.213 -2.251
H -5.317 1.964 -1.927
H -5.113 0.332 -2.621
H -4.017 1.646 -3.097
C 2.024 0.759 -2.735
C 0.768 1.469 -2.644
C -0.178 1.566 -3.828
C -1.249 0.478 -3.843
C -0.819 -0.840 -3.207
C 0.402 -1.486 -3.547
C 1.356 -0.931 -4.572
C 2.392 0.083 -4.039
H 0.367 1.582 -4.788
H -1.606 0.318 -4.882
H -0.720 2.522 -3.743
H 2.552 0.807 -4.851
H 2.852 1.068 -2.093
H 0.719 2.310 -1.950
H 3.353 -0.432 -3.889
H 1.935 -1.777 -4.979
H 0.549 -2.540 -3.284
H 0.810 -0.459 -5.414
H -2.120 0.837 -3.259
H -1.637 -1.426 -2.762
P 3.087 2.637 0.333
C 1.752 3.068 1.510
H 1.896 4.118 1.804
H 1.762 2.390 2.394
H 0.771 2.951 1.013
C 4.401 2.063 1.473
H 5.218 2.797 1.493
H 4.758 1.111 1.047
H 3.984 1.850 2.472
C 3.755 4.245 -0.224
H 4.203 4.087 -1.214
H 4.520 4.580 0.485
H 2.951 4.980 -0.329
P 1.325 -3.485 0.098
C 0.000 -4.602 -0.522
H 0.413 -5.408 -1.148
H -0.676 -3.984 -1.129
H -0.570 -5.011 0.321
C 2.732 -4.042 -0.944
H 2.531 -3.726 -1.976
H 2.858 -5.131 -0.884
H 3.636 -3.527 -0.599
C 1.730 -4.239 1.709
H 2.470 -5.043 1.570
H 0.807 -4.631 2.154
H 2.127 -3.445 2.370
O 2.374 -1.649 3.194
Cl 1.446 -0.502 2.855
O 0.087 -0.794 3.445
O 1.987 0.753 3.505
O -0.598 0.981 0.239